C30H44Br2MgN2P2 | ωB97M-V with the def2-TZVPD basis set

Last column: Mulliken charge in e.
Cartesian coordinates (Å):
Br -2.0835 2.4897 0.5231  -0.51
Br 3.7181 5.9455 -0.4032  -0.13
P 0.0916 0.9849 -2.0210  0.49
P -6.2210 1.0140 0.1034  0.24
Mg 0.0244 1.3045 0.5638  0.90
N 1.3024 2.9693 1.1921  -0.03
N 6.9430 -7.1135 2.8000  -0.55
C 0.9292 2.7638 -4.1416  -1.24
C 5.5157 -5.8195 1.3624  -0.48
C 1.9277 3.8199 0.3326  0.15
C 2.6024 -2.5103 1.1590  1.33
C 1.3087 -2.7197 0.6248  -0.82
C -1.2464 -0.0897 -2.6830  -0.12
C 2.9113 5.0284 2.1913  -0.18
C -6.5538 0.0886 2.7169  -1.21
C 6.2952 -6.9548 1.6504  -0.33
C -0.0797 2.5217 -3.0205  -0.68
C 6.8846 -6.1471 3.7114  -0.30
C 1.6704 0.2264 -2.5561  -0.86
C 2.1644 -0.1548 1.4971  -0.32
C -0.8878 -1.5178 -3.0863  -1.39
C -5.5246 0.7219 1.7666  -0.29
C 5.4184 -4.7822 2.3231  0.60
C 2.9049 0.9154 -1.9691  -1.10
C 4.5691 -3.6138 2.1269  -0.15
C -5.2935 2.3753 -0.6690  0.83
C 3.4762 -3.6215 1.3177  -0.40
C 0.4172 -1.6452 0.5324  -0.27
C 1.4058 3.1738 2.5205  -0.12
C 0.9178 -0.4562 0.9993  0.01
C -5.9028 3.7536 -0.4214  -1.22
C 2.7584 4.8422 0.8160  -0.40
C -6.6771 -0.7095 -2.0572  -1.19
C 2.2086 4.1836 3.0598  -0.83
C -5.7291 -0.4453 -0.8806  0.04
C 3.0450 -1.2394 1.5879  -1.00
C 6.1736 -4.9547 3.5033  -0.50
H 0.9751 1.9260 -4.8490  0.30
H -0.2243 -2.0139 -2.3670  0.26
H 0.6194 3.6497 -4.7088  0.42
H -2.0049 -0.0932 -1.8800  -0.19
H -4.2886 2.2949 -0.2056  -1.00
H 6.1930 -4.1993 4.2823  0.36
H -5.3642 4.4811 -1.0395  0.36
H 3.1816 -4.5445 0.8197  0.30
H 1.9382 2.9561 -3.7609  0.24
H -0.5948 -1.7563 0.1209  0.60
H -1.6883 0.4530 -3.5332  0.64
H 4.0438 -1.1038 1.9902  0.27
H -5.2323 2.1416 -1.7468  0.41
H -1.8083 -2.1120 -3.1484  0.39
H -6.6717 -0.9837 2.5238  0.34
H 1.6416 -0.8222 -2.2341  0.42
H -7.7307 -0.6095 -1.7701  0.37
H -6.5210 -1.7299 -2.4183  0.38
H 7.4236 -6.3213 4.6475  0.36
H 1.7792 3.6811 -0.7372  0.16
H -7.5402 0.5622 2.6354  0.37
H 2.4932 0.8378 1.8155  0.45
H 0.8319 2.5186 3.1915  0.41
H -0.0600 3.3416 -2.2893  0.36
H -4.7066 -0.2268 -1.2181  -0.19
H 2.2769 4.2897 4.1371  0.43
H 4.9997 -5.7637 0.4065  0.34
H 3.5563 5.8091 2.5638  0.47
H 4.8222 -2.7424 2.7417  0.21
H -5.7242 -1.2915 -0.1779  0.46
H 6.3818 -7.7634 0.9163  0.36
H -6.2026 0.2072 3.7454  0.36
H -1.1022 2.4970 -3.4323  0.63
H 1.0178 -3.7271 0.3219  0.41
H -4.6583 0.0684 1.5952  0.28
H -0.4117 -1.5481 -4.0746  0.38
H 1.6909 0.2344 -3.6572  0.63
H 3.6427 0.1578 -1.6675  0.32
H 2.6850 1.5143 -1.0751  0.12
H -5.7938 4.0587 0.6268  0.34
H -5.1883 1.7063 2.1242  0.44
H 3.3878 1.5757 -2.7070  0.35
H -6.4826 -0.0271 -2.8916  0.33
H -6.9672 3.7903 -0.6891  0.39

Forces on atoms 1 to 6 (eV/Å):
-0.06 -0.10 0.24
-0.40 -0.37 0.32
0.69 -0.39 -0.32
2.14 -0.41 -0.31
-0.77 2.26 -0.37
0.00 0.45 -0.32

Values from the calculation:
- Charge: +2
- E_LUMO (alpha / beta): -8.295 / -8.179 eV
- Gap between HOMO and LUMO (alpha / beta): 4.3 / 4.7 eV